Version P
A single C5H14N2 molecule, computed with wB97M-V/def2-TZVPD.

Results
* gap between HOMO and LUMO: 9.69 eV
* HOMO level: -8.576 eV
* net charge: 0
* structure (SMILES): CCNCCCN

Each line ends with the Löwdin charge.
Positions of all 21 atoms, in Å:
1 N -1.5237 2.6671 -0.9893  -0.019
2 N 0.6593 -0.7300 0.5808  -0.090
3 C 1.0443 -1.9716 -0.0943  -0.302
4 C 0.2378 -3.2093 0.3783  -0.108
5 C 0.3763 1.6914 0.3606  -0.197
6 C -1.0793 2.2139 0.3318  -0.294
7 C 0.6990 0.3451 -0.3931  -0.243
8 H -1.6065 1.9051 -1.6401  0.049
9 H -0.1069 -3.1811 1.4123  0.060
10 H -0.1204 -0.7618 1.2157  0.103
11 H -2.2936 3.3110 -0.9731  0.054
12 H 2.1410 -2.1924 0.0025  0.115
13 H -0.6154 -3.3265 -0.2908  0.063
14 H 0.9206 -4.0893 0.3223  0.075
15 H 0.7529 1.6562 1.3935  0.104
16 H 0.7459 -1.9990 -1.1580  0.099
17 H 1.7115 0.4904 -0.8451  0.127
18 H -0.0920 0.2567 -1.1541  0.101
19 H -1.1114 3.0861 1.0081  0.111
20 H 1.0130 2.4392 -0.1112  0.093
21 H -1.7526 1.3987 0.6432  0.100



Version Q
A single C5H14N2 molecule, computed with wB97M-V/def2-TZVPD.

Results
* gap between HOMO and LUMO: 10.03 eV
* HOMO level: -9.079 eV
* net charge: 0
* structure (SMILES): CC(C)[C@H](N)CN

Each line ends with the Löwdin charge.
Positions of all 21 atoms, in Å:
1 N -2.5389 0.1971 0.5085  0.009
2 N -0.3492 0.3807 -1.8546  0.034
3 C -0.2921 -0.2003 -0.4799  -0.400
4 C 1.1760 -0.4983 -0.1009  -0.405
5 C 1.9452 0.8117 0.0898  -0.070
6 C 1.2711 -1.4819 1.0465  -0.074
7 C -1.1294 0.5424 0.5389  -0.269
8 H -3.1881 0.9593 0.3951  0.062
9 H 0.1331 1.2831 -1.8499  0.051
10 H -1.0501 1.6446 0.4673  0.121
11 H -0.6240 0.4703 1.5177  0.109
12 H 2.1519 -2.1214 0.9820  0.077
13 H 1.8345 1.5880 -0.6607  0.066
14 H 0.4122 -2.1518 1.0387  0.078
15 H 1.4991 -0.9748 -1.0328  0.131
16 H -2.7872 -0.2859 1.3516  0.059
17 H -0.7646 -1.1734 -0.6503  0.129
18 H 3.0256 0.6624 0.1601  0.077
19 H 1.3293 -0.9588 2.0047  0.075
20 H -1.3140 0.7163 -1.9475  0.066
21 H 1.6480 1.2010 1.0670  0.074



Most stable: version Q. Least stable: version P.



Version P
A gas-phase ion, CH2N3O2 (charge +1), computed with wB97M-V/def2-TZVPD.

Results
* gap between HOMO and LUMO: 9.37 eV
* HOMO level: -15.665 eV
* net charge: +1
* structure (SMILES): O=C=[NH+]NN=O

Each line ends with the Löwdin charge.
Positions of all 8 atoms, in Å:
1 O 1.6273 -0.4566 -1.7184  0.125
2 O -2.3342 -0.6283 -0.5289  0.376
3 N 0.7861 0.2049 0.1907  0.040
4 N -0.4934 0.2829 0.7765  0.164
5 N 0.6799 -0.4383 -1.0019  -0.052
6 C -1.3954 -0.3256 0.0503  -0.069
7 H -0.5344 0.9141 1.5894  0.224
8 H 1.6642 0.4469 0.6424  0.192



Version Q
A gas-phase ion, CH2N3O2 (charge +1), computed with wB97M-V/def2-TZVPD.

Results
* gap between HOMO and LUMO (spin up / spin down): 7.69 / 7.69 eV
* HOMO level (spin up / spin down): -15.521 / -15.521 eV
* net charge: +1

Each line ends with the Löwdin charge.
Positions of all 8 atoms, in Å:
1 O -0.3057 1.3961 -0.1666  0.086
2 O 1.0840 -2.1175 0.3526  0.284
3 N 1.1249 0.1092 0.8673  0.172
4 N 0.6055 1.2611 0.7325  0.063
5 N 0.8411 -0.9818 0.4960  -0.068
6 C -0.8823 0.4282 -0.6985  0.189
7 H -0.6437 -0.5849 -0.3168  0.111
8 H -1.8238 0.4896 -1.2664  0.163



Most stable: version P. Least stable: version Q.



Version P
A single C2H4BrO2P molecule, computed with wB97M-V/def2-TZVPD.

Results
* gap between HOMO and LUMO: 10.09 eV
* HOMO level: -9.745 eV
* net charge: 0
* structure (SMILES): CC(=O)OPBr

Each line ends with the Löwdin charge.
Positions of all 10 atoms, in Å:
1 Br 4.1159 0.4624 -0.0435  0.222
2 P 2.7699 -1.2650 0.3092  0.583
3 O 1.3030 -0.4691 0.4076  -0.338
4 O 0.9209 -0.9920 -1.6812  0.039
5 C 0.5439 -0.4722 -0.6482  -0.691
6 C -0.6848 0.3057 -0.4930  0.044
7 H 3.0507 -1.1309 1.6323  -0.130
8 H -0.3690 0.8990 -1.3846  0.127
9 H -1.5338 -0.1788 -0.7732  0.064
10 H -0.7574 0.9973 0.2910  0.079



Version Q
A single C2H4BrO2P molecule, computed with wB97M-V/def2-TZVPD.

Results
* gap between HOMO and LUMO: 9.78 eV
* HOMO level: -9.713 eV
* net charge: 0
* structure (SMILES): CC(=O)OPBr

Each line ends with the Löwdin charge.
Positions of all 10 atoms, in Å:
1 Br 0.5832 0.1538 3.0180  0.165
2 P -0.8665 -0.9236 1.6901  0.516
3 O -1.1095 -0.0555 0.2276  -0.416
4 O -1.1585 0.8222 -1.8789  0.129
5 C -0.5523 0.3463 -0.9772  -0.495
6 C 1.0699 0.0597 -1.0421  0.032
7 H 1.4443 0.0101 -0.0280  0.032
8 H 1.4280 0.8802 -1.5756  0.046
9 H 1.3145 -0.7687 -1.6706  0.068
10 H -2.1531 -0.5243 2.2366  -0.076



Most stable: version P. Least stable: version Q.



Version P
A molecular structure, C5H8N2, computed with wB97M-V/def2-TZVPD.

Results
* gap between HOMO and LUMO: 9.93 eV
* HOMO level: -9.286 eV
* net charge: 0

Each line ends with the Löwdin charge.
Positions of all 15 atoms, in Å:
1 N 1.1033 -1.1133 0.0067  0.090
2 N 0.6304 1.1321 -0.4136  0.009
3 C -0.3721 -1.1054 0.0806  -0.317
4 C -0.7356 -0.0478 1.1461  -0.130
5 C -0.7583 0.9740 0.0875  -0.305
6 C -1.0856 -0.2599 -0.9601  -0.062
7 C 1.4572 0.1214 -0.0565  -0.332
8 H -1.3582 1.9319 0.0891  0.156
9 H -0.0165 0.3012 1.9470  0.141
10 H 1.0319 1.8346 0.5831  0.233
11 H -0.4886 -2.2247 0.0790  0.140
12 H -2.2139 -0.3526 -0.9687  0.124
13 H 2.3924 0.5154 -0.0226  0.081
14 H -1.7770 -0.0627 1.2804  0.099
15 H -0.7402 -0.1683 -1.9245  0.074



Version Q
A single C5H8N2 molecule, computed with wB97M-V/def2-TZVPD.

Results
* gap between HOMO and LUMO (spin up / spin down): 7.59 / 7.59 eV
* HOMO level (spin up / spin down): -7.037 / -7.037 eV
* net charge: 0

Each line ends with the Löwdin charge.
Positions of all 15 atoms, in Å:
1 N 0.1471 -0.5229 -0.6095  -0.148
2 N 1.3130 1.0468 0.7239  0.045
3 C -1.1400 1.0407 0.7205  -0.043
4 C 1.8710 -0.1254 0.7394  -0.174
5 C 1.2396 -1.1104 -0.0658  -0.086
6 C -0.8564 -1.0264 -1.2874  0.008
7 C 0.1386 0.9024 -0.0901  -0.352
8 H 2.7617 -0.3148 1.3352  0.106
9 H -0.9977 -2.0975 -1.2905  0.074
10 H -1.1437 0.2626 1.4900  0.095
11 H -1.1914 2.0206 1.1958  0.081
12 H -1.5897 -0.3503 -1.7054  0.067
13 H -2.0156 0.8933 0.0796  0.067
14 H 1.5363 -2.1158 -0.3244  0.106
15 H 0.1632 1.5939 -0.9424  0.155



Version R
A single C5H8N2 molecule, computed with wB97M-V/def2-TZVPD.

Results
* gap between HOMO and LUMO: 10.72 eV
* HOMO level: -9.757 eV
* net charge: 0
* structure (SMILES): N#C[C@H](N)C1CC1

Each line ends with the Löwdin charge.
Positions of all 15 atoms, in Å:
1 N -2.2759 2.5652 0.1866  0.135
2 N 0.6934 1.2851 -0.7421  0.021
3 C 0.7232 -1.2706 -0.4838  -0.139
4 C -1.4221 1.7915 0.3085  -0.176
5 C -0.2068 0.9295 0.3442  -0.355
6 C 0.1868 -1.7010 0.8322  -0.121
7 C -0.4884 -0.5615 0.1238  -0.241
8 H 1.0786 2.2132 -0.7101  0.084
9 H -0.3519 -2.6400 0.8407  0.099
10 H 0.2130 1.1142 -1.6210  0.101
11 H 0.2843 1.1156 1.3073  0.149
12 H -1.4946 -0.7830 -0.2402  0.139
13 H 1.6798 -0.7484 -0.4462  0.099
14 H 0.5882 -1.8203 -1.4071  0.100
15 H 0.7926 -1.4895 1.7072  0.104



Most stable: version R. Least stable: version P.



Version P
A single C5H8N2 molecule, computed with wB97M-V/def2-TZVPD.

Results
* gap between HOMO and LUMO: 9.99 eV
* HOMO level: -8.936 eV
* net charge: 0
* structure (SMILES): Cc1ccn(C)n1

Each line ends with the Löwdin charge.
Positions of all 15 atoms, in Å:
1 N 0.0148 -0.7437 0.5127  0.113
2 N 1.0642 0.0403 0.2152  -0.232
3 C 2.3970 -0.5038 0.2986  -0.032
4 C 0.7165 1.1341 -0.5032  -0.079
5 C -0.6396 1.0455 -0.6954  -0.047
6 C -1.0312 -0.1242 -0.0138  -0.373
7 C -2.4442 -0.5130 0.2840  -0.046
8 H 2.5751 -1.2015 -0.5289  0.090
9 H 1.4269 1.9277 -0.6902  0.117
10 H 2.5050 -1.0317 1.2448  0.085
11 H -1.2634 1.4332 -1.4753  0.095
12 H -2.6684 -1.5498 0.0268  0.073
13 H -2.6436 -0.3753 1.3533  0.079
14 H -3.1272 0.1490 -0.2562  0.072
15 H 3.1179 0.3132 0.2276  0.086



Version Q
A single C5H8N2 molecule, computed with wB97M-V/def2-TZVPD.

Results
* gap between HOMO and LUMO: 10.01 eV
* HOMO level: -9.165 eV
* net charge: 0
* structure (SMILES): C[C@H]1CN1CC#N

Each line ends with the Löwdin charge.
Positions of all 15 atoms, in Å:
1 N 2.1338 -1.4730 1.5561  0.139
2 N 0.2844 0.7726 -0.4592  -0.180
3 C 1.8560 -0.7900 0.6654  -0.199
4 C -0.4033 1.5493 0.4866  -0.074
5 C 1.5232 0.0948 -0.4759  -0.181
6 C -1.3788 -1.1069 -0.0599  -0.047
7 C -1.0604 0.3746 -0.4087  -0.241
8 H -1.4138 -1.3433 1.0055  0.072
9 H -0.2505 2.6287 0.2774  0.104
10 H 1.5555 -0.4875 -1.4005  0.130
11 H -2.3253 -1.4403 -0.5084  0.069
12 H 2.2860 0.8779 -0.5405  0.129
13 H -0.6142 -1.7812 -0.4903  0.072
14 H -1.6977 0.7586 -1.2043  0.113
15 H -0.4948 1.3658 1.5569  0.093



Most stable: version P. Least stable: version Q.



Version P
A single C2H4O2S molecule, computed with wB97M-V/def2-TZVPD.

Results
* gap between HOMO and LUMO (spin up / spin down): 8.93 / 8.93 eV
* HOMO level (spin up / spin down): -9.872 / -9.872 eV
* net charge: 0
* structure (SMILES): CC=S(=O)=O

Each line ends with the Löwdin charge.
Positions of all 9 atoms, in Å:
1 S 1.4793 0.1469 -0.1685  0.757
2 O 2.7522 -0.3400 0.2839  -0.327
3 O 1.3642 0.7181 -1.4786  -0.314
4 C 0.1282 -0.5889 0.4419  -0.244
5 C -1.2536 0.1164 -0.0601  -0.112
6 H -1.2665 1.1683 0.1990  0.062
7 H -2.0759 -0.3966 0.4264  0.060
8 H 0.1866 -0.8174 1.4914  0.059
9 H -1.3145 -0.0068 -1.1355  0.060



Version Q
2 unconnected molecules or ions with the total composition C2H4O2S, computed with wB97M-V/def2-TZVPD.

Results
* gap between HOMO and LUMO: 9.51 eV
* HOMO level: -10.682 eV
* net charge: 0

Each line ends with the Löwdin charge.
Positions of all 9 atoms, in Å:
1 S -0.0525 -3.9483 0.7403  0.862
2 O 0.1844 -4.1513 2.1421  -0.429
3 O -1.1568 -4.6144 0.1066  -0.430
4 C 0.2081 0.7973 -0.5135  -0.112
5 C 0.1659 -0.4728 -0.7482  -0.117
6 H 0.9594 1.2421 0.1044  0.037
7 H -0.7747 -0.9991 -1.1316  0.085
8 H -0.4591 1.6383 -0.8966  0.076
9 H 0.9029 -0.9606 -0.1269  0.029



Most stable: version Q. Least stable: version P.